No. 1
{"formula": "C28H44BrN3P2Pd", "method": "ωB97M-V/def2-TZVPD", "symbols": ["N", "C", "C", "C", "C", "C", "C", "Pd", "P", "C", "C", "C", "C", "C", "C", "C", "Br", "H", "H", "H", "H", "H", "H", "H", "H", "H", "H", "P", "C", "C", "H", "H", "H", "H", "H", "C", "C", "H", "H", "H", "H", "H", "C", "C", "H", "H", "H", "H", "H", "C", "C", "H", "H", "H", "H", "H", "C", "C", "H", "H", "H", "H", "H", "C", "C", "H", "H", "H", "H", "H", "N", "C", "C", "N", "C", "H", "H", "H", "H"], "positions_angstrom": [[-5.69559, -1.75263, 4.77254], [-4.77552, -0.85553, 5.12988], [-4.42778, 0.19242, 4.27580], [-5.11081, 0.38931, 3.04166], [-6.05665, -0.60883, 2.70046], [-6.31453, -1.64918, 3.60138], [-4.78124, 1.54399, 2.22736], [-0.12302, 1.00770, -0.96092], [3.79982, 0.32955, -1.75228], [-5.19498, 1.84973, 0.95491], [-4.32605, 2.42478, -0.03381], [-4.18054, 1.76542, -1.28385], [-2.87515, 1.44300, -1.65446], [-1.86669, 2.00390, -0.90268], [-2.01695, 2.99869, 0.02939], [-3.32752, 3.32116, 0.39464], [1.70296, 1.64353, -2.64053], [-4.05488, 2.20678, 2.71459], [-6.18527, 1.56305, 0.57753], [-3.65182, 0.89319, 4.59385], [-6.60619, -0.52144, 1.78050], [-4.26505, -0.94517, 6.10389], [-7.03670, -2.42541, 3.32243], [-4.99646, 1.34908, -1.87515], [-3.54151, 4.16174, 1.02913], [-2.64229, 0.69569, -2.41984], [-1.14673, 3.43417, 0.51380], [-0.32049, -1.28834, -0.62434], [4.51658, 1.91141, -1.10639], [4.94673, 3.00228, -2.07498], [5.36694, 1.60005, -0.48317], [3.74484, 2.31027, -0.41490], [5.14219, 3.88713, -1.45511], [5.85287, 2.73543, -2.63525], [4.17036, 3.28862, -2.79286], [4.10632, -0.28745, -3.41739], [5.21318, 0.37647, -4.18226], [3.16790, -0.25201, -3.98625], [4.34341, -1.34915, -3.24925], [5.03131, 0.15266, -5.23669], [5.26194, 1.45288, -4.04603], [6.18212, -0.03056, -3.89519], [4.65334, -0.93038, -0.75001], [6.16388, -0.71338, -0.88492], [4.33978, -1.91798, -1.12026], [4.32793, -0.86847, 0.30075], [6.67831, -1.49635, -0.31981], [6.48813, -0.75844, -1.93571], [6.46757, 0.25760, -0.48278], [0.48276, -2.49965, 0.44343], [1.79178, -3.09209, -0.05975], [-0.28458, -3.28119, 0.53960], [0.60640, -2.06235, 1.43529], [1.84490, -4.12231, 0.31267], [1.82363, -3.14796, -1.14987], [2.67603, -2.56327, 0.31217], [-0.46076, -2.16879, -2.23102], [-1.49448, -1.62056, -3.20703], [-0.67599, -3.20814, -1.93927], [0.55070, -2.14304, -2.66416], [-1.67708, -2.37427, -3.98115], [-2.45343, -1.43823, -2.71833], [-1.16940, -0.69216, -3.68732], [-2.03990, -1.22964, 0.07171], [-2.24766, -1.59228, 1.54582], [-2.63219, -1.84725, -0.62160], [-2.38975, -0.19448, -0.06095], [-3.32985, -1.72640, 1.71682], [-1.73764, -2.52470, 1.82760], [-1.89902, -0.77265, 2.19827], [0.47945, 1.00729, 3.31327], [1.70392, 0.39511, 3.07171], [1.81335, 0.29744, 1.70552], [0.70432, 0.88370, 1.13047], [-0.10354, 1.25683, 2.11217], [0.07866, 1.27455, 4.20496], [2.34983, 0.06228, 3.86091], [2.61200, -0.10512, 1.10063], [-1.07049, 1.68833, 1.97001]], "forces_ev_per_a": [[0.0, -0.3, 0.4], [0.5, 0.7, -0.6], [0.2, 0.4, 0.5], [-0.1, 0.3, 0.0], [-0.2, 0.0, 0.3], [0.0, 0.4, -1.0], [0.4, -0.7, 1.8], [1.6, 0.0, 0.7], [1.7, 2.3, -1.4], [-2.2, 0.2, -1.7], [0.0, 0.9, 0.4], [0.1, -0.9, 0.1], [-0.3, 0.3, -0.4], [-0.2, 0.1, -0.5], [-0.5, 0.9, 0.3], [1.6, -0.7, -0.2], [0.8, -1.2, 1.2], [0.2, -0.2, -0.4], [0.4, -0.7, 0.2], [-0.3, -0.1, -0.1], [-0.2, -0.2, -0.2], [-0.5, -0.2, -0.5], [0.2, 0.3, 0.3], [-0.1, -0.1, 0.6], [-0.1, -0.1, 0.6], [-0.4, 0.5, 0.0], [-0.2, 0.5, -0.2], [-1.3, -1.7, -0.4], [-0.5, -0.2, 0.3], [0.0, 0.4, -0.3], [-0.5, 0.1, -0.1], [0.3, -0.3, -0.3], [0.1, -0.2, -0.3], [-0.2, 0.2, 0.4], [0.1, -0.1, 0.1], [-0.9, -0.9, 0.0], [0.8, 0.4, -0.6], [0.2, 0.0, 0.2], [-0.2, 0.2, -0.2], [0.3, 0.1, 0.1], [-0.2, 0.0, -0.3], [0.0, 0.0, -0.1], [-1.8, -1.3, 1.6], [0.4, 0.8, -0.8], [0.2, 0.3, 0.1], [0.4, 0.0, -0.3], [-0.3, -0.1, -0.1], [0.0, -0.1, 0.4], [0.2, -0.5, 0.0], [0.5, 0.2, 0.4], [0.1, -0.4, 0.0], [0.1, 0.1, -0.1], [-0.1, -0.1, 0.0], [0.2, 0.2, -0.1], [0.1, -0.1, 0.1], [-0.3, 0.0, -0.1], [0.4, 0.2, 0.2], [-0.1, -0.1, -0.1], [0.0, 0.1, -0.2], [-0.3, -0.2, -0.1], [0.1, 0.3, 0.0], [0.0, -0.1, -0.1], [0.0, -0.1, 0.0], [-0.2, 0.6, -0.1], [0.0, -0.2, 0.1], [0.1, 0.0, 0.3], [-0.1, -0.6, 0.0], [0.5, 0.0, 0.0], [-0.3, 0.4, 0.1], [-0.1, -0.4, -0.2], [0.1, -0.2, -1.2], [-0.7, 0.2, -0.5], [-0.1, 0.5, 0.6], [-0.6, 0.0, -0.2], [1.1, -0.2, 0.7], [0.3, -0.2, 0.0], [0.1, 0.0, 0.1], [-0.1, 0.0, 0.3], [-0.2, 0.2, 0.2]], "homo_lumo_gap_ev": [4.947, 4.505], "e_tot_ha": -4640.46538, "mol_weight_g_mol": 670.95, "multiplicity": 5, "total_charge": 4, "e_above_lowest_kj_mol": 87.4, "homo_energy_ev": [-19.138, -19.192]}

---

No. 2
{"formula": "C28H44BrN3P2Pt", "method": "ωB97M-V/def2-TZVPD", "symbols": ["C", "C", "C", "C", "N", "C", "C", "C", "C", "C", "C", "C", "C", "C", "Pt", "P", "H", "H", "H", "H", "H", "H", "H", "H", "C", "C", "H", "H", "H", "H", "H", "C", "C", "H", "H", "H", "H", "H", "C", "C", "H", "H", "H", "H", "H", "Br", "P", "C", "C", "H", "H", "H", "H", "H", "C", "C", "H", "H", "H", "H", "H", "C", "C", "H", "H", "H", "H", "H", "C", "N", "C", "C", "N", "H", "H", "H", "H", "H", "H"], "positions_angstrom": [[-0.13136, 4.74387, -4.95814], [-0.33874, 3.44182, -5.45420], [-0.57923, 3.38618, -6.86255], [-0.75260, 4.59073, -7.55873], [-0.64549, 5.81980, -7.07512], [-0.32334, 5.89212, -5.75362], [-0.33615, 2.32472, -4.51310], [-0.74236, 2.00302, -3.24984], [-1.59860, 2.23072, -2.10569], [-0.89972, 2.46750, -0.92649], [-1.50227, 2.19659, 0.31705], [-2.78351, 1.73276, 0.26601], [-3.54300, 1.55532, -0.82312], [-2.95062, 1.89244, -2.06666], [0.47078, 0.53582, -3.33764], [2.16154, -0.67872, -2.27281], [-0.66570, 2.48803, -7.44164], [0.16059, 4.96511, -3.92441], [-0.96345, 4.59099, -8.64387], [-0.21085, 6.87883, -5.39520], [-3.53606, 1.84610, -2.99301], [0.14184, 2.78966, -0.99207], [-4.55100, 1.15432, -0.74346], [-0.96911, 2.44904, 1.19491], [2.22736, -2.21307, -1.24079], [3.39673, -3.14422, -1.54345], [1.28427, -2.76074, -1.35321], [2.23059, -1.89733, -0.18895], [3.49557, -3.87192, -0.72782], [3.22928, -3.70735, -2.47358], [4.34774, -2.59337, -1.62747], [2.95771, -1.09022, -3.87953], [4.19916, -0.24508, -4.11836], [2.21094, -0.88844, -4.67930], [3.15247, -2.16990, -3.88852], [4.37556, -0.17600, -5.19795], [4.08752, 0.77254, -3.72563], [5.07798, -0.70970, -3.66396], [3.15395, 0.49098, -1.27029], [4.47286, -0.07956, -0.80085], [2.52607, 0.76875, -0.41121], [3.26408, 1.40741, -1.87089], [5.01124, 0.68005, -0.23447], [4.33327, -0.94468, -0.14597], [5.11042, -0.37840, -1.64430], [-2.68853, -1.18888, 0.85059], [-1.20013, -1.02264, -3.04237], [-0.41096, -2.68118, -3.24740], [-1.16221, -3.95791, -3.60924], [0.01987, -2.89914, -2.26755], [0.43276, -2.56909, -3.94263], [-0.44259, -4.75585, -3.81053], [-1.75214, -4.34133, -2.78967], [-1.80619, -3.86780, -4.49367], [-2.65538, -1.41637, -1.92412], [-3.60208, -2.49796, -2.44239], [-3.25284, -0.51158, -1.74020], [-2.24609, -1.68353, -0.84810], [-4.29451, -2.81912, -1.67581], [-4.13822, -2.13039, -3.30891], [-3.09468, -3.40308, -2.76503], [-2.16584, -0.37555, -4.46433], [-2.49850, -1.51745, -5.38710], [-1.62390, 0.41155, -5.00977], [-3.03362, 0.16254, -4.06094], [-2.90495, -1.13955, -6.32020], [-1.64618, -2.14070, -5.58818], [-3.26572, -2.18235, -4.98355], [-1.01444, 0.71849, 2.76110], [0.22314, 0.27267, 2.16093], [0.99264, -0.68166, 2.96181], [0.32169, 0.09937, 0.83224], [0.39178, -0.09937, -0.33752], [-0.99998, 0.37910, 3.80473], [-1.89266, 0.23398, 2.26290], [-1.18926, 1.78448, 2.72069], [0.79285, -1.70236, 2.62836], [2.07266, -0.48921, 2.89199], [0.67743, -0.53366, 3.98440]], "forces_ev_per_a": [[0.2, -1.2, 1.3], [-0.1, 0.6, -0.7], [0.2, -1.0, 2.4], [-0.2, 2.6, -2.1], [0.2, -0.5, 1.5], [-0.5, -0.3, -3.3], [-0.8, -1.3, 5.6], [-0.4, 4.3, -4.6], [0.5, -0.7, -0.4], [0.2, 0.0, 2.8], [1.7, 1.9, -2.5], [0.7, -0.4, 2.3], [-1.3, 0.5, -3.8], [-2.2, -0.5, 0.7], [1.4, -1.6, -1.2], [0.7, -0.7, 1.4], [0.0, -0.5, 0.1], [-0.2, -0.5, -0.3], [0.1, -0.4, 0.6], [0.1, 0.9, 0.7], [0.2, -0.1, 0.5], [-0.3, -0.1, 0.2], [0.0, 0.3, -0.2], [0.3, 0.2, 0.5], [-1.1, -0.2, 0.3], [0.4, 0.0, -0.5], [0.5, 0.2, 0.3], [0.1, 0.2, -0.4], [0.0, 0.2, -0.2], [0.1, 0.1, 0.3], [-0.3, -0.4, 0.0], [-0.6, 0.5, 0.0], [0.5, 0.2, -0.6], [0.2, -0.2, 0.1], [-0.1, 0.2, -0.1], [0.1, 0.0, 0.3], [0.2, -0.2, -0.2], [-0.1, 0.2, -0.1], [-0.8, 0.8, -0.4], [0.7, -0.3, -0.2], [0.2, -0.2, -0.4], [0.2, -0.2, 0.2], [0.0, 0.0, 0.0], [0.0, 0.2, -0.1], [-0.1, 0.1, 0.4], [-0.6, 0.0, 0.9], [-0.6, -1.6, -0.5], [0.2, -0.1, -0.3], [-0.3, -0.6, -0.7], [-0.2, 0.5, -0.2], [-0.1, 0.2, 0.1], [0.1, 0.3, -0.1], [0.1, -0.1, 0.1], [0.3, -0.1, 0.4], [0.4, 0.7, 1.3], [0.6, -0.5, -0.6], [0.5, -0.4, -0.3], [0.0, -0.2, -1.8], [-0.3, 0.3, 0.3], [-0.4, 0.1, 0.2], [-0.3, 0.4, 0.2], [0.2, 0.3, -0.4], [-1.2, -0.4, -0.4], [0.0, -0.7, 0.2], [0.0, -0.5, 0.0], [0.1, 0.0, -0.2], [0.5, 0.0, -0.4], [0.2, 0.2, -0.1], [-1.2, -0.6, 0.6], [0.4, -0.1, -1.8], [1.0, -0.4, 0.0], [-0.3, -0.6, -1.1], [-0.3, 0.5, 3.5], [-0.2, 0.4, -0.4], [0.6, 0.5, 0.8], [0.3, 0.1, 0.5], [-0.1, 0.0, 0.2], [-0.4, 0.0, 0.0], [0.2, -0.2, 0.2]], "homo_lumo_gap_ev": [6.059, 3.944], "e_tot_ha": -4631.64447, "mol_weight_g_mol": 759.61, "multiplicity": 5, "total_charge": 4, "e_above_lowest_kj_mol": 725.4, "homo_energy_ev": [-19.644, -19.598]}